Entry 1:
Below is a cluster of 15 separate species, C17H61F3N26O16 in total at a distorted geometry, with properties calculated with ωB97M-V/def2-TZVPD.

Computed properties:
Gap between HOMO and LUMO ... 0.2936 hartree
HOMO energy ... -8.843 eV
LUMO energy ... -0.031 Eh

Geometry as XYZ:
```
123
Properties=species:S:1:pos:R:3:forces:R:3
O 0.079 -3.417 -1.343 -1.39 0.15 -0.59
H 0.225 -2.767 -2.055 1.18 -0.45 -0.86
H -0.437 -2.902 -0.673 -0.23 0.22 1.91
H 0.857 -3.808 -0.900 0.76 -0.40 0.55
C -0.531 -0.853 0.838 -1.73 -4.34 -1.00
O 0.326 -0.887 -0.280 1.05 2.56 -0.61
O -0.792 -2.232 1.000 0.28 1.98 0.55
C 0.096 -0.177 2.081 1.23 -1.45 1.44
F -0.109 1.137 2.208 -0.26 0.48 -0.43
F -0.231 -0.697 3.314 -1.25 0.09 -0.76
F 1.414 -0.407 2.095 0.69 0.49 -0.86
C 0.574 0.393 -0.937 1.47 -0.64 -0.20
C 1.968 0.255 -1.558 0.59 0.02 0.02
H 2.173 -0.753 -1.920 -0.34 -0.02 -0.28
H 2.191 0.971 -2.352 -0.44 0.01 -0.23
H 2.777 0.421 -0.842 -0.25 -0.02 0.49
H 0.626 1.253 -0.267 -0.44 -0.17 0.36
H -0.162 0.606 -1.711 -0.14 -0.18 0.08
H -1.451 -0.385 0.472 -0.16 0.86 0.78
C -3.712 -0.254 3.602 -2.74 0.46 -2.75
O -4.733 -0.903 3.281 1.09 0.81 -0.01
N -3.098 -0.403 4.730 0.79 -0.70 1.92
N -3.192 0.749 2.845 0.52 0.43 -0.73
H -3.495 -1.135 5.300 0.79 0.15 0.43
H -2.242 0.115 4.823 0.06 -0.57 0.98
H -2.304 1.142 3.103 -0.11 0.08 -0.10
H -3.573 1.089 1.979 -0.26 -0.43 0.08
C -2.200 -6.999 0.409 1.67 -2.03 0.94
O -1.715 -8.136 0.328 -0.61 0.55 -0.36
N -1.397 -5.952 0.659 0.52 1.54 -0.12
N -3.502 -6.744 0.369 -2.31 0.38 -0.70
H -1.745 -5.017 0.798 0.04 -0.10 0.09
H -0.410 -6.100 0.770 -0.14 -0.16 -0.16
H -3.919 -5.850 0.570 0.43 0.03 0.19
H -4.171 -7.495 0.357 0.44 -0.21 -0.01
C 0.970 4.387 -4.301 -2.17 0.97 -0.50
O -0.040 4.983 -4.713 0.96 -0.81 0.53
N 1.266 3.113 -4.638 -0.53 -0.36 -0.34
N 1.824 4.892 -3.419 -0.21 0.72 0.15
H 0.712 2.851 -5.439 0.78 -0.62 -0.18
H 2.213 2.863 -4.410 -0.13 -0.80 -0.77
H 2.712 4.434 -3.314 0.24 0.91 0.59
H 1.480 5.766 -3.055 1.05 0.11 0.22
C 4.451 3.753 -1.568 0.86 0.09 -0.18
O 4.972 4.662 -2.232 -1.04 -0.66 0.62
N 5.103 2.600 -1.337 1.79 -0.97 -0.80
N 3.263 3.785 -0.954 -0.27 1.82 -0.65
H 4.649 1.761 -1.021 0.06 0.10 0.03
H 5.916 2.562 -1.936 0.07 -0.60 0.30
H 2.731 2.953 -0.769 -0.24 0.33 0.16
H 2.886 4.690 -1.196 -1.20 -0.38 0.84
C -2.275 5.143 2.496 -2.38 -0.90 -0.46
O -3.083 5.922 2.005 0.52 -0.08 -0.06
N -2.562 3.817 2.712 0.21 -0.36 0.52
N -1.067 5.447 2.929 1.73 2.22 1.01
H -3.290 3.321 2.231 0.09 0.37 -0.11
H -1.785 3.309 3.099 -0.34 -0.42 -0.22
H -0.443 4.861 3.459 -0.05 -0.09 -0.15
H -0.907 6.438 3.032 0.19 -0.11 -0.10
C 1.096 -1.732 -4.558 2.73 -1.41 0.49
O 1.111 -2.703 -3.791 -0.79 0.27 0.63
N 0.059 -0.930 -4.677 -2.52 1.13 0.39
N 2.208 -1.433 -5.252 0.22 0.83 -0.66
H -0.693 -1.162 -4.049 -0.13 0.07 -0.34
H -0.114 -0.221 -5.368 0.36 -0.14 -0.04
H 3.102 -1.862 -5.034 -0.10 -0.41 -0.20
H 2.260 -0.563 -5.758 -0.03 -0.13 -0.06
C -3.398 -4.431 2.977 0.58 -1.78 2.09
O -3.596 -5.616 3.232 -0.68 -0.15 -0.73
N -4.337 -3.547 2.592 -0.09 -1.18 -0.98
N -2.193 -3.894 3.231 0.83 2.24 -0.41
H -5.158 -4.088 2.370 -0.62 1.01 0.22
H -4.276 -2.573 2.863 -0.73 -0.03 -0.17
H -1.370 -4.418 3.465 -0.40 -0.43 -0.17
H -2.072 -3.045 2.693 0.95 0.06 0.07
C 5.362 -1.957 -3.977 0.69 -0.25 -0.94
O 4.946 -2.358 -5.067 -0.77 1.08 0.45
N 6.128 -2.784 -3.260 0.59 -1.30 0.18
N 5.255 -0.735 -3.433 -1.04 1.60 0.00
H 6.463 -3.469 -3.923 0.44 -0.45 0.81
H 6.673 -2.470 -2.476 0.16 -0.22 -0.18
H 5.784 -0.455 -2.627 -0.03 -0.20 -0.04
H 4.704 -0.014 -3.869 0.03 -0.20 -0.09
C -6.116 -1.876 -0.166 0.78 0.14 0.77
O -7.133 -1.850 0.494 -0.37 -0.44 -0.39
N -5.060 -1.066 0.134 -0.02 0.48 -0.53
N -5.861 -2.765 -1.178 -1.40 -0.17 0.27
H -4.264 -1.193 -0.467 0.41 0.08 0.72
H -5.001 -0.848 1.120 0.38 0.14 0.05
H -6.708 -3.280 -1.364 0.43 -0.28 -0.70
H -5.063 -2.745 -1.784 -0.20 -0.09 0.00
C 2.551 3.238 4.073 -0.57 0.47 -0.37
O 1.782 4.121 3.730 -0.64 -0.21 0.33
N 3.876 3.463 4.193 -0.10 -0.10 0.00
N 2.177 1.952 4.304 0.11 -0.52 0.12
H 4.118 4.433 4.079 0.60 -0.25 0.10
H 4.443 2.712 4.542 0.55 0.64 0.00
H 2.867 1.338 4.701 -0.41 -0.25 0.04
H 1.201 1.739 4.412 0.15 0.00 0.00
C 1.989 -5.014 1.468 -0.19 -0.83 0.67
O 1.676 -4.879 0.287 -0.12 0.92 -0.55
N 3.023 -5.807 1.799 0.90 -0.27 -0.47
N 1.284 -4.544 2.517 -0.96 1.10 0.02
H 3.619 -6.017 1.015 0.07 -0.41 0.30
H 3.292 -6.036 2.739 0.04 0.12 -0.14
H 1.564 -4.644 3.478 0.30 -0.09 -0.20
H 0.678 -3.756 2.317 -0.26 -0.02 -0.15
C 0.850 5.002 0.665 0.91 0.13 1.95
O 1.799 5.506 1.267 -0.59 -0.27 -0.90
N 0.249 5.519 -0.407 -0.46 1.24 -2.36
N 0.188 3.877 1.008 0.63 -1.48 0.14
H 0.651 6.269 -0.942 -0.10 0.10 0.41
H -0.653 5.163 -0.672 0.05 0.21 0.00
H -0.402 3.434 0.312 -0.19 0.02 0.76
H 0.342 3.452 1.907 0.30 0.09 -0.24
C -2.390 2.572 -1.373 0.35 2.23 1.80
O -2.133 2.925 -0.207 -0.05 -0.98 -0.53
N -2.561 3.496 -2.322 -0.34 -0.98 -1.24
N -2.530 1.295 -1.727 -0.15 -1.54 0.31
H -2.763 3.063 -3.210 0.12 1.15 -0.46
H -2.264 4.447 -2.204 -0.15 -0.07 -0.16
H -2.455 0.664 -0.945 -0.11 -0.16 -0.27
H -2.684 0.931 -2.650 -0.10 0.24 0.08
```
Forces are in eV/Å.

Entry 2:
Below is a structure of composition C7H6BrF3S at a distorted geometry, with properties calculated with ωB97M-V/def2-TZVPD.

Computed properties:
Gap between HOMO and LUMO ... 0.3238 hartree
HOMO energy ... -9.093 eV
LUMO energy ... -0.010 Eh

Geometry as XYZ:
```
18
Properties=species:S:1:pos:R:3:forces:R:3
C 1.186 1.109 -1.299 -0.63 2.01 -1.83
C 0.371 0.178 -1.744 -1.58 -2.09 -1.07
C 0.999 0.578 1.060 1.69 0.16 1.49
C 1.409 1.348 0.067 0.80 0.57 1.58
C 0.132 -0.580 0.975 -3.28 -0.74 -4.39
C -0.196 -0.948 -0.903 1.63 0.65 2.83
C -1.233 -0.256 1.635 -0.51 -2.41 -0.37
F 2.121 2.504 0.322 -0.44 -1.20 -0.09
F -1.871 0.754 0.974 0.22 -0.27 0.71
F -0.907 0.089 2.906 -0.38 0.84 0.50
S -1.766 -1.675 -1.320 -1.78 1.71 -0.82
Br 0.939 -2.556 -1.304 0.32 0.35 0.38
H 1.488 1.940 -1.964 0.04 -0.82 0.25
H 0.050 0.063 -2.805 0.60 0.40 0.78
H 1.401 0.737 2.065 -0.30 0.53 -0.23
H 0.374 -1.547 1.369 0.95 -0.28 0.14
H -1.952 -1.186 1.780 1.31 1.94 -0.87
H -2.544 -0.551 -1.813 1.35 -1.34 1.00
```
Forces are in eV/Å.

Entry 3:
Below is an isolated molecule of C4H5FN2O, with properties calculated with ωB97M-V/def2-TZVPD.

Computed properties:
Gap between HOMO and LUMO ... 0.3432 hartree
HOMO energy ... -8.766 eV
SMILES ... O=CN/C=N/C=C/F
LUMO energy ... 0.021 Eh

Geometry as XYZ:
```
13
Properties=species:S:1:pos:R:3:forces:R:3
C -0.803 2.797 0.600 -0.22 -0.78 -0.17
C -0.940 1.504 0.287 -0.46 0.56 0.17
C 0.034 -0.510 -0.119 0.21 0.89 0.16
C 1.012 -2.689 -0.571 -0.62 0.11 0.20
H 0.144 3.281 0.795 -0.04 0.04 -0.03
H -1.942 1.056 0.123 0.61 0.36 0.08
H -0.924 -0.978 -0.316 -0.10 -0.09 0.00
H 2.037 -0.957 -0.084 -0.09 0.03 0.01
H 1.965 -3.225 -0.597 0.25 0.13 -0.04
N 0.208 0.718 0.190 -0.10 -0.90 -0.23
N 1.121 -1.352 -0.240 0.28 -0.47 -0.13
O -0.040 -3.247 -0.778 0.21 0.16 -0.02
F -1.873 3.602 0.711 0.07 -0.03 0.00
```
Forces are in eV/Å.

Entry 4:
Below is a structure of composition C18H33BCl3F4MoN4O6 at a distorted geometry, with properties calculated with ωB97M-V/def2-TZVPD.

Computed properties:
Gap between HOMO and LUMO (alpha / beta) ... 0.2872 / 0.3113 hartree
⟨S²⟩ ... 2.012
Spin multiplicity ... 3
Total charge ... +1
HOMO energy (alpha / beta) ... -12.636 / -12.966 eV
LUMO energy (alpha / beta) ... -0.177 / -0.165 Eh

Geometry as XYZ:
```
70
Properties=species:S:1:pos:R:3:forces:R:3
Mo -0.799 -0.056 0.402 0.08 -2.61 -0.60
N -2.921 0.116 1.272 0.31 -0.03 0.30
C -4.138 0.491 0.510 -0.39 0.03 -0.46
C -4.181 -0.178 -0.866 -0.01 0.11 -0.06
C -3.824 0.768 -2.015 0.20 -0.10 0.22
C -2.506 1.517 -1.840 -0.73 0.29 -0.04
N -1.375 0.594 -1.619 0.36 -0.11 0.09
H -3.087 -0.812 1.669 0.15 0.22 -0.02
H -2.866 0.773 2.058 0.14 -0.25 -0.13
H -4.147 1.578 0.409 0.00 -0.14 0.13
H -5.021 0.200 1.089 0.18 0.11 0.03
H -5.184 -0.556 -1.059 0.01 -0.07 0.06
H -3.518 -1.046 -0.864 -0.11 -0.01 -0.03
H -4.618 1.508 -2.130 0.01 0.04 -0.05
H -3.788 0.189 -2.941 -0.02 0.04 -0.08
H -2.565 2.219 -1.004 0.03 -0.05 -0.11
H -2.325 2.100 -2.749 0.11 -0.02 0.15
H -0.515 1.078 -1.938 -0.07 -0.31 0.28
H -1.517 -0.207 -2.241 0.19 -0.09 0.27
C 2.424 -0.852 -3.919 0.17 0.17 0.04
C 3.293 0.179 -3.211 -0.17 -0.18 0.06
C 3.193 0.092 -1.670 0.47 0.36 -0.48
C 4.125 1.165 -1.042 -0.11 -0.12 0.21
C 4.115 1.144 0.481 0.08 0.10 -0.22
C 3.703 -1.265 -1.236 -0.47 0.06 0.23
O 4.747 -1.737 -1.584 0.27 0.01 -0.14
N 2.882 -1.953 -0.352 0.21 -0.41 -0.01
C 1.672 -1.546 0.129 0.21 -0.48 0.54
O 1.068 -2.180 0.974 0.06 -0.16 0.00
N 1.123 -0.382 -0.346 -0.37 0.12 0.22
C 1.775 0.402 -1.250 -0.25 0.52 -0.46
O 1.188 1.380 -1.698 0.56 0.04 -0.23
H 2.547 -0.745 -4.993 -0.10 -0.07 -0.10
H 1.369 -0.717 -3.680 -0.14 0.00 -0.03
H 2.715 -1.863 -3.648 0.01 -0.17 -0.01
H 3.001 1.184 -3.515 0.09 0.03 0.07
H 4.337 0.015 -3.482 0.00 0.09 0.07
H 3.797 2.142 -1.399 0.02 -0.03 -0.13
H 5.137 0.980 -1.405 -0.10 0.00 -0.10
H 3.123 1.373 0.866 -0.05 -0.01 0.14
H 4.803 1.896 0.858 0.04 0.06 0.13
H 4.435 0.178 0.865 0.04 -0.10 0.12
H 3.212 -2.859 -0.032 -0.08 0.19 -0.01
F -1.391 -1.741 -0.120 -0.74 -0.87 -0.08
B -1.573 -3.222 -1.568 0.07 0.18 -0.23
F -2.580 -3.813 -0.995 -0.65 -0.46 0.42
F -1.809 -2.309 -2.498 -0.24 0.54 -0.73
F -0.352 -3.665 -1.451 0.79 -0.39 0.17
C -1.747 -2.984 2.482 0.28 0.26 -0.09
C -0.831 -2.122 3.325 -0.21 -0.64 0.24
O -0.477 -0.836 2.770 -0.39 0.48 -0.83
C 0.634 -0.342 3.530 0.49 0.36 0.39
C 0.999 1.078 3.160 -0.16 -0.32 -0.12
H -1.890 -3.925 3.009 -0.04 -0.01 0.11
H -1.282 -3.213 1.528 -0.10 -0.02 0.03
H -2.736 -2.553 2.329 -0.05 -0.05 -0.02
H 0.096 -2.685 3.474 -0.05 0.16 0.03
H -1.288 -1.928 4.306 0.16 0.01 -0.14
H 1.495 -1.005 3.368 -0.23 0.02 0.02
H 0.356 -0.383 4.592 0.04 -0.08 -0.18
H 1.314 1.133 2.117 0.05 0.11 0.12
H 1.830 1.407 3.778 0.09 -0.01 0.05
H 0.167 1.759 3.334 -0.01 0.03 -0.01
Cl -0.868 5.313 0.073 0.04 -0.32 0.14
C -0.184 4.033 1.094 0.37 0.48 0.02
Cl 1.391 3.548 0.466 0.04 0.23 0.05
Cl -0.002 4.631 2.763 -0.16 -0.21 -0.27
C -1.153 2.844 1.102 -2.68 1.27 0.76
O -2.343 2.979 1.358 1.53 0.17 -0.17
O -0.666 1.691 0.818 0.91 2.03 0.42
```
Forces are in eV/Å.

Entry 5:
Below is a cluster of 2 separate species, C2H5IN4 in total at a distorted geometry, with properties calculated with ωB97M-V/def2-TZVPD.

Computed properties:
Gap between HOMO and LUMO (alpha / beta) ... 0.2443 / 0.3161 hartree
HOMO energy (alpha / beta) ... -7.336 / -8.667 eV
LUMO energy (alpha / beta) ... -0.025 / -0.002 Eh

Geometry as XYZ:
```
12
Properties=species:S:1:pos:R:3:forces:R:3
C 2.779 1.304 -0.225 0.29 -0.33 0.61
C -2.207 -0.357 0.484 -0.82 -1.18 -1.36
N 2.047 0.303 -0.671 0.94 -1.05 -0.78
N 0.915 0.262 -1.184 1.67 0.56 0.78
N -0.106 -0.156 -1.411 -1.53 -0.19 -0.70
N -0.922 -0.972 0.663 0.40 1.46 -0.18
I -0.783 -2.927 0.761 -0.26 -0.82 -0.16
H 3.819 1.157 0.076 -0.44 -0.52 -0.57
H 2.298 2.079 0.285 -0.79 1.60 0.35
H -2.780 -0.430 -0.489 1.45 0.04 -0.02
H -2.928 -0.955 0.994 -0.76 0.17 1.56
H -2.132 0.692 0.714 -0.16 0.27 0.47
```
Forces are in eV/Å.

Entry 6:
Below is a cluster of 2 separate species, C7H17N in total at a distorted geometry, with properties calculated with ωB97M-V/def2-TZVPD.

Computed properties:
Gap between HOMO and LUMO (alpha / beta) ... 0.1495 / 0.2383 hartree
⟨S²⟩ ... 0.754
Spin multiplicity ... 2
Total charge ... -1
HOMO energy (alpha / beta) ... -0.031 / -2.469 eV
LUMO energy (alpha / beta) ... 0.148 / 0.148 Eh

Geometry as XYZ:
```
25
Properties=species:S:1:pos:R:3:forces:R:3
C 1.729 1.340 1.497 1.04 0.46 -1.01
C 0.414 1.869 2.080 0.77 0.12 1.60
C -0.564 2.155 0.964 -0.32 -0.11 0.28
C 1.480 0.109 0.623 1.44 1.22 0.66
N 0.559 -0.847 1.035 0.32 1.10 -2.11
C -0.189 -2.685 -1.424 0.33 0.44 -1.15
C -1.368 -1.720 -1.153 0.41 0.23 -0.99
C -1.211 -0.382 -1.878 0.81 0.44 -0.27
H 2.539 1.036 2.182 -0.47 0.33 0.94
H 2.203 2.236 0.985 -0.34 -1.03 -0.18
H 0.039 1.043 2.715 -0.18 0.57 -0.17
H 0.611 2.781 2.731 -0.23 -0.95 -0.60
H -0.753 1.175 0.547 -0.16 -0.05 -0.51
H -0.135 2.823 0.219 0.03 0.01 -0.16
H -1.525 2.563 1.300 0.15 0.11 0.16
H 2.342 -0.257 -0.021 -0.53 0.72 0.41
H 0.498 -0.878 -0.020 -1.08 -2.20 1.08
H 0.305 -2.983 -0.522 0.29 -0.12 0.49
H -0.482 -3.577 -1.985 -0.32 -0.10 0.17
H 0.573 -2.225 -2.103 -0.39 -0.06 0.70
H -1.392 -1.355 -0.118 -0.31 -1.12 0.04
H -2.243 -2.247 -1.541 -0.47 0.31 0.64
H -1.421 -0.331 -2.947 0.03 -0.49 -0.20
H -0.174 -0.015 -1.733 -0.44 -0.09 -0.07
H -1.838 0.374 -1.432 -0.35 0.26 0.26
```
Forces are in eV/Å.

Number 1: total energy -98283.8058 eV. Number 2: total energy -96383.7126 eV. Number 3: total energy -11973.4186 eV. Number 4: total energy -88419.9473 eV. Number 5: total energy -16209.4260 eV. Number 6: total energy -9021.2958 eV.